Entry 1:
DFT (ωB97M-V/def2-TZVPD) results for a single C4H5NO molecule.

Each line ends with the natural charge from an NBO analysis.
Positions of all 11 atoms, in Å:
C -1.48 -0.10 0.03  -0.61
C 0.02 -0.02 0.01  -0.36
C 0.94 -1.13 0.15  0.37
O 2.16 -1.03 0.13  -0.57
N 1.98 1.51 -0.23  -0.13
C 0.83 1.06 -0.16  0.12
H -1.79 -1.14 0.18  0.23
H -1.92 0.49 0.84  0.21
H -1.93 0.24 -0.91  0.21
H 0.46 -2.11 0.29  0.14
H 0.73 2.23 -0.32  0.38

LUMO level = -0.92 eV
relative energy (zero: lowest compared OMol25 entry of this formula, charge and spin) = 398.6 kJ/mol
HOMO-LUMO gap = 7.70 eV
calculated total energy = -285.26278 Ha



Entry 2:
DFT (ωB97M-V/def2-TZVPD) results for 5 unconnected molecules or ions with the total composition C26H63F5NO20P4S.

Each line ends with the Löwdin charge.
Positions of all 120 atoms, in Å:
C 5.40 1.92 2.51  -0.09
O 5.54 0.70 3.21  -0.21
C 4.44 0.42 4.05  -0.22
C 4.20 -1.09 4.18  -0.16
C 5.17 -1.96 3.37  -0.18
C 5.00 -1.95 1.83  -0.18
C 3.72 -1.32 1.32  -0.20
C 2.51 -2.24 1.45  -0.17
C 1.18 -1.46 1.32  -0.16
C 0.28 -1.85 2.46  -0.09
N -1.06 -1.09 2.41  0.06
C -0.84 0.29 3.01  -0.08
C -1.64 1.43 2.41  -0.17
C -1.62 1.55 0.89  -0.20
S 0.00 2.00 0.26  0.59
O 0.88 2.22 1.37  -0.26
O 0.38 1.01 -0.71  -0.28
O -0.27 3.36 -0.47  -0.12
C -2.10 -1.92 3.11  -0.40
F -1.62 -2.32 4.29  0.20
F -2.32 -2.97 2.29  0.18
C -3.47 -1.20 3.31  -0.51
F -4.38 -2.13 3.63  0.22
F -3.40 -0.29 4.29  0.19
F -3.81 -0.60 2.15  0.17
H 4.91 1.76 1.55  0.08
H 6.40 2.33 2.34  0.08
H 4.84 2.66 3.08  0.09
H 3.54 0.87 3.61  0.10
H 4.57 0.89 5.03  0.12
H 3.16 -1.33 3.98  0.08
H 4.37 -1.35 5.23  0.11
H 5.10 -2.98 3.75  0.11
H 6.18 -1.62 3.62  0.10
H 5.87 -1.48 1.38  0.11
H 5.01 -2.99 1.49  0.11
H 3.52 -0.35 1.77  0.09
H 3.85 -1.12 0.25  0.13
H 2.54 -2.97 0.64  0.12
H 2.52 -2.77 2.40  0.11
H 0.71 -1.62 0.35  0.12
H 1.42 -0.39 1.37  0.08
H 0.74 -1.60 3.41  0.14
H 0.09 -2.92 2.44  0.14
H -1.32 -1.06 1.43  0.18
H -1.04 0.20 4.07  0.15
H 0.21 0.52 2.90  0.12
H -2.68 1.45 2.73  0.11
H -1.18 2.33 2.81  0.14
H -1.90 0.66 0.34  0.09
H -2.31 2.34 0.60  0.12
H 0.41 3.45 -1.16  0.12
C -3.90 -0.90 -2.74  -0.09
O -4.42 0.04 -3.69  -0.23
P -3.41 0.70 -4.74  0.34
O -2.50 -0.26 -5.36  -0.22
O -2.72 1.89 -3.95  -0.19
C -1.54 1.62 -3.19  -0.10
O -4.38 1.50 -5.67  -0.19
C -5.05 0.80 -6.73  -0.06
H -4.74 -1.39 -2.27  0.08
H -3.28 -1.65 -3.24  0.09
H -3.31 -0.38 -1.98  0.07
H -1.12 0.64 -3.42  0.09
H -1.79 1.67 -2.13  0.05
H -0.80 2.39 -3.43  0.09
H -6.07 1.17 -6.77  0.09
H -5.06 -0.28 -6.56  0.09
H -4.55 1.01 -7.67  0.10
C -10.21 0.47 -0.36  -0.09
O -10.55 -0.65 -1.18  -0.21
P -9.40 -1.66 -1.62  0.33
O -8.51 -2.06 -0.52  -0.24
O -8.68 -1.02 -2.87  -0.19
C -7.56 -0.16 -2.65  -0.09
O -10.22 -2.79 -2.33  -0.20
C -10.86 -3.79 -1.51  -0.07
H -11.14 0.91 -0.02  0.09
H -9.62 0.15 0.50  0.09
H -9.66 1.22 -0.94  0.08
H -7.20 -0.22 -1.62  0.08
H -7.84 0.87 -2.88  0.09
H -6.76 -0.46 -3.32  0.07
H -11.85 -3.98 -1.94  0.09
H -10.98 -3.45 -0.48  0.09
H -10.27 -4.70 -1.54  0.09
C 9.35 2.36 9.20  -0.09
O 8.68 1.69 8.13  -0.21
P 7.78 2.54 7.13  0.33
O 8.42 3.78 6.66  -0.22
O 6.37 2.72 7.83  -0.21
C 6.15 3.84 8.70  -0.09
O 7.40 1.48 6.04  -0.21
C 8.37 1.18 5.02  -0.07
H 10.06 1.66 9.63  0.09
H 9.89 3.23 8.83  0.09
H 8.64 2.67 9.97  0.08
H 6.95 4.58 8.61  0.08
H 6.09 3.48 9.72  0.09
H 5.21 4.30 8.42  0.09
H 8.36 0.11 4.85  0.09
H 9.38 1.49 5.31  0.09
H 8.08 1.70 4.11  0.08
C 0.78 0.53 -7.04  -0.10
O 1.56 -0.27 -7.93  -0.21
P 0.82 -0.97 -9.16  0.33
O -0.10 -0.07 -9.88  -0.23
O 0.17 -2.30 -8.60  -0.20
C -1.13 -2.24 -8.01  -0.10
O 2.01 -1.57 -9.98  -0.20
C 2.74 -0.70 -10.85  -0.08
H 1.47 1.07 -6.41  0.08
H 0.17 1.24 -7.60  0.09
H 0.13 -0.09 -6.42  0.07
H -1.61 -1.28 -8.20  0.08
H -1.04 -2.38 -6.93  0.08
H -1.74 -3.04 -8.42  0.09
H 3.80 -0.93 -10.75  0.09
H 2.58 0.35 -10.61  0.09
H 2.43 -0.88 -11.88  0.09

LUMO level = -2.70 eV
total charge = +1
HOMO-LUMO gap = 8.88 eV
calculated total energy = -4851.05946 Ha



Entry 3:
DFT (ωB97M-V/def2-TZVPD) results for a molecular structure, C26H30CrN4OS3Si.

Each line ends with the natural charge from an NBO analysis.
Positions of all 66 atoms, in Å:
Cr -0.58 1.05 0.43  1.12
S 2.06 1.44 4.12  0.41
C 2.84 0.22 3.16  -0.25
C 4.00 -0.50 3.43  -0.20
C 4.38 -1.47 2.53  -0.21
C 3.62 -1.73 1.38  -0.21
C 2.47 -1.01 1.11  -0.22
C 2.09 -0.01 2.01  0.19
N 0.95 0.78 1.90  -0.54
C 0.80 1.56 2.93  0.12
C -0.39 2.42 3.04  -0.10
C -0.64 3.17 4.19  -0.20
C -1.80 3.92 4.27  -0.24
C -2.69 3.89 3.20  -0.19
C -2.42 3.14 2.07  -0.25
C -1.25 2.36 1.93  -0.38
H 4.57 -0.31 4.33  0.22
H 5.28 -2.05 2.71  0.22
H 3.93 -2.51 0.70  0.22
H 1.86 -1.22 0.24  0.24
H 0.07 3.17 5.02  0.20
H -2.01 4.51 5.15  0.21
H -3.61 4.46 3.26  0.21
H -3.15 3.14 1.26  0.19
C 1.24 -2.44 -5.61  -1.12
Si 0.20 -2.30 -4.05  1.66
C -1.55 -1.89 -4.54  -1.12
C 0.29 -3.93 -3.16  -1.12
C 0.93 -0.89 -3.04  -0.53
C 2.07 -0.23 -3.46  -0.13
C 2.61 0.85 -2.74  -0.30
C 1.93 1.24 -1.61  0.05
N 0.82 0.64 -1.18  -0.60
C 0.32 -0.44 -1.84  0.10
S -1.07 -1.15 -1.09  -0.38
H 0.85 -3.24 -6.24  0.24
H 2.28 -2.67 -5.39  0.23
H 1.21 -1.52 -6.20  0.23
H -1.92 -2.61 -5.28  0.23
H -1.60 -0.89 -4.98  0.23
H -2.20 -1.92 -3.66  0.26
H 0.04 -4.75 -3.85  0.23
H -0.41 -3.95 -2.32  0.26
H 1.29 -4.12 -2.77  0.23
H 2.58 -0.55 -4.36  0.21
H 3.51 1.36 -3.05  0.22
H 2.27 2.08 -1.01  0.19
C -1.09 -3.22 2.56  -0.83
S -0.93 -1.54 3.14  1.27
C -2.03 -1.66 4.54  -0.83
O -1.64 -0.69 2.13  -0.99
H -0.69 -3.90 3.30  0.23
H -0.51 -3.28 1.63  0.26
H -2.14 -3.41 2.35  0.23
H -1.62 -2.36 5.26  0.23
H -3.01 -1.98 4.18  0.23
H -2.09 -0.67 4.97  0.25
N -1.62 3.48 -0.96  -0.32
C -2.27 4.06 -1.98  -0.02
C -2.81 3.05 -2.74  -0.34
C -2.42 1.87 -2.09  0.00
N -1.71 2.14 -1.01  -0.33
H -1.20 3.90 -0.15  0.43
H -2.31 5.14 -2.08  0.23
H -3.40 3.15 -3.64  0.24
H -2.61 0.84 -2.35  0.25

LUMO level (spin up / spin down) = 0.26 / 0.21 eV
HOMO-LUMO gap (spin up / spin down) = 6.83 / 7.30 eV
2S+1 = 5
calculated total energy = -3831.62264 Ha